#one
Below is 2 unconnected molecules or ions with the total composition C2H8NO, with properties calculated with ωB97M-V with the def2-TZVPD basis set.

Each atom is followed by the atoms it is bonded to, with distances in Å.
Element x y z (Å)
1 N 1.83989 -0.62376 0.11691  H2 1.032, H3 1.025, H4 1.021, H5 1.022
2 H 1.01379 -0.00637 0.14903  N1 1.032
3 H 1.56829 -1.49044 0.59136  N1 1.025
4 H 2.18648 -0.97890 -0.77497  N1 1.021
5 H 2.55748 -0.13279 0.65479  N1 1.022
6 C -0.89990 -0.18174 1.08383  C7 1.364, H9 1.091, H10 1.085
7 C -0.88648 0.72667 0.06644  C6 1.364, O8 1.384, H11 1.092
8 O -0.70646 0.28210 -1.23177  C7 1.384, H12 0.961
9 H -0.23926 0.14743 1.88764  C6 1.091
10 H -1.72501 -0.87600 1.20800  C6 1.085
11 H -0.80434 1.79729 0.26254  C7 1.092
12 H -1.42497 0.46387 -1.84326  O8 0.961

Total charge: +1
HOMO level, Ha: -0.494

Here are the Löwdin charges for atoms 1 to 8, given in e:
1. N 0.309
2. H 0.063
3. H 0.157
4. H 0.162
5. H 0.162
6. C 0.003
7. C -0.251
8. O -0.007


#two
Below is 2 unconnected molecules or ions with the total composition C2H8NO, with properties calculated with ωB97M-V with the def2-TZVPD basis set.

Each atom is followed by the atoms it is bonded to, with distances in Å.
Element x y z (Å)
1 O -0.27891 -1.36064 2.02663  H3 0.963, H4 0.963
2 H -0.99370 0.44582 0.04700  N7 1.015
3 H -0.99601 -1.68157 2.58302  O1 0.963
4 H 0.31182 -0.83535 2.57699  O1 0.963
5 C 1.09148 0.39529 -0.16414  N7 1.468, H8 1.085, H9 1.089, H10 1.083
6 C -0.59895 0.72216 -1.87942  N7 1.265, H11 1.076, H12 1.076
7 N -0.28042 0.52618 -0.67045  H2 1.015, C5 1.468, C6 1.265
8 H 1.84408 0.41361 -0.94506  C5 1.085
9 H 1.17689 -0.54986 0.37004  C5 1.089
10 H 1.23428 1.20176 0.54393  C5 1.083
11 H -1.64245 0.66255 -2.13355  C6 1.076
12 H 0.10078 0.90664 -2.67537  C6 1.076

Total charge: +1
HOMO level, Ha: -0.577

Here are the Löwdin charges for atoms 1 to 8, given in e:
1. O -0.055
2. H 0.169
3. H 0.057
4. H 0.049
5. C 0.001
6. C 0.190
7. N 0.025
8. H 0.109


#three
Below is 2 unconnected molecules or ions with the total composition C2H8NO, with properties calculated with ωB97M-V with the def2-TZVPD basis set.

Each atom is followed by the atoms it is bonded to, with distances in Å.
Element x y z (Å)
1 O 1.58855 1.31122 -0.63324  H2 1.010, H3 0.958
2 H 1.36108 1.93462 -1.39506  O1 1.010
3 H 2.36874 1.70954 -0.24485  O1 0.958
4 H 1.10292 -1.21175 0.85956  C5 1.061
5 C 0.08682 -1.47045 0.69838  H4 1.061, C6 1.435, H8 1.093, H9 1.096
6 C -0.74545 -0.30230 0.66857  C5 1.435, N7 1.349, H10 1.092
7 N -1.35356 0.09347 -0.46869  C6 1.349, H11 1.047, H12 1.010
8 H -0.06126 -1.85417 -0.31405  C5 1.093
9 H -0.19941 -2.14345 1.51504  C5 1.096
10 H -0.72964 0.44671 1.46344  C6 1.092
11 H -1.23722 -0.32678 -1.42015  N7 1.047
12 H -1.88687 0.93774 -0.31888  N7 1.010

Total charge: +1
HOMO level, Ha: -0.573

Here are the Löwdin charges for atoms 1 to 8, given in e:
1. O -0.083
2. H 0.089
3. H 0.042
4. H 0.102
5. C -0.015
6. C -0.058
7. N 0.214
8. H 0.106


Quick ranking, most stable first: #three, #two, #one.


#one
Below is 2 unconnected molecules or ions with the total composition C2H8NO, with properties calculated with ωB97M-V with the def2-TZVPD basis set.

Each atom is followed by the atoms it is bonded to, with distances in Å.
Element x y z (Å)
1 C -0.67203 1.06121 0.90186  N3 1.379, H4 1.084, H5 1.118, H6 1.091
2 C 1.19699 -0.27051 0.41026  N3 1.376, H7 1.098, H8 1.112, H9 1.098
3 N -0.15121 -0.04161 0.25800  C1 1.379, C2 1.376
4 H -1.72676 1.15789 0.66875  C1 1.084
5 H -0.61940 0.89806 2.00666  C1 1.118
6 H -0.13008 1.98470 0.69326  C1 1.091
7 H 1.33977 -1.35784 0.35784  C2 1.098
8 H 1.80811 0.10176 -0.44097  C2 1.112
9 H 1.62359 0.13001 1.33935  C2 1.098
10 H -1.40397 -1.60412 -2.56206  O12 0.967
11 H -0.70114 -0.80461 -1.39926  O12 0.958
12 O -0.56386 -1.25494 -2.23367  H10 0.967, H11 0.958

Total charge: +1
HOMO level, Ha: -0.555

Here are the Löwdin charges for atoms 1 to 8, given in e:
1. C -0.014
2. C -0.025
3. N 0.135
4. H 0.116
5. H 0.182
6. H 0.158
7. H 0.148
8. H 0.195


#two
Below is 2 unconnected molecules or ions with the total composition C2H8NO, with properties calculated with ωB97M-V with the def2-TZVPD basis set.

Each atom is followed by the atoms it is bonded to, with distances in Å.
Element x y z (Å)
1 N 1.46690 2.15948 -0.14630  H2 1.022, H3 1.018, H4 1.029, H5 1.031
2 H 1.52028 3.15556 -0.36681  N1 1.022
3 H 1.20542 1.56402 -0.92901  N1 1.018
4 H 2.37752 1.80788 0.17888  N1 1.029
5 H 0.75321 2.04269 0.58867  N1 1.031
6 C -1.24436 -1.92098 -0.42234  C7 1.312, H9 1.081, H10 1.077
7 C -0.26895 -1.22291 0.10962  C6 1.312, O8 1.401, H11 1.074
8 O -0.38948 0.13577 0.42919  C7 1.401, H12 0.967
9 H -1.14614 -2.95650 -0.71722  C6 1.081
10 H -2.19832 -1.47260 -0.64480  C6 1.077
11 H 0.76733 -1.47513 0.23246  C7 1.074
12 H -1.20006 0.51643 0.06356  O8 0.967

Total charge: +1
HOMO level, Ha: -0.480

Here are the Löwdin charges for atoms 1 to 8, given in e:
1. N 0.315
2. H 0.162
3. H 0.145
4. H 0.168
5. H 0.140
6. C 0.037
7. C -0.238
8. O -0.082


#three
Below is 2 unconnected molecules or ions with the total composition C2H8NO, with properties calculated with ωB97M-V with the def2-TZVPD basis set.

Each atom is followed by the atoms it is bonded to, with distances in Å.
Element x y z (Å)
1 O -0.25715 -2.71858 1.25292  H2 0.995, H3 0.987
2 H -1.16110 -3.03368 1.52335  O1 0.995
3 H 0.50449 -3.10851 1.74511  O1 0.987
4 H 0.92990 1.84235 -1.83030  C5 1.132
5 C 0.14888 1.99558 -1.02597  H4 1.132, C6 1.483, H8 1.198, H9 1.123
6 C -0.13822 0.55487 -0.82459  C5 1.483, N7 1.320, H10 1.098
7 N 0.10957 0.03736 0.36439  C6 1.320, H11 0.983, H12 1.052
8 H -0.84659 2.60908 -1.28435  C5 1.198
9 H 0.61351 2.37333 -0.07569  C5 1.123
10 H -0.16312 0.05692 -1.80330  C6 1.098
11 H 0.18544 0.36010 1.29016  N7 0.983
12 H 0.07439 -0.96880 0.66826  N7 1.052

Total charge: +1
HOMO level, Ha: -0.593

Here are the Löwdin charges for atoms 1 to 8, given in e:
1. O -0.080
2. H 0.097
3. H 0.088
4. H 0.123
5. C -0.043
6. C -0.059
7. N 0.215
8. H 0.162


Quick ranking, most stable first: #two, #three, #one.


#one
Below is 2 unconnected molecules or ions with the total composition C4H12OS, with properties calculated with ωB97M-V with the def2-TZVPD basis set.

Each atom is followed by the atoms it is bonded to, with distances in Å.
Element x y z (Å)
1 C 0.55337 -1.48126 2.08417  C2 1.491, H4 1.106, H5 1.097, H6 1.085
2 C 1.61003 -0.82268 1.26446  C1 1.491, O3 1.466, H7 1.095, H8 1.103
3 O 1.65419 -1.37175 -0.09399  C2 1.466, H9 0.969
4 H 0.71392 -1.24679 3.15306  C1 1.106
5 H 0.59866 -2.57426 2.00203  C1 1.097
6 H -0.49077 -1.24352 1.90736  C1 1.085
7 H 1.52511 0.25324 1.07661  C2 1.095
8 H 2.66198 -0.96773 1.56202  C2 1.103
9 H 0.86952 -1.93015 -0.20365  O3 0.969
10 C 0.14486 1.26729 -2.32083  S11 1.868, H13 1.101, H14 1.099, H15 1.082
11 S -1.70726 1.50857 -2.31614  C10 1.868, C12 1.889
12 C -2.23464 1.22980 -0.52366  S11 1.889, H16 1.089, H17 1.105, H18 1.090
13 H 0.50043 2.30116 -2.19072  C10 1.101
14 H 0.45349 0.64771 -1.46685  C10 1.099
15 H 0.38744 0.81194 -3.27150  C10 1.082
16 H -2.41902 0.18710 -0.26738  C12 1.089
17 H -3.27002 1.61326 -0.48318  C12 1.105
18 H -1.55130 1.81806 0.08817  C12 1.090

Structure (SMILES): CCO.CSC
HOMO level, Ha: -0.308

Here are the Löwdin charges for atoms 1 to 8, given in e:
1. C -0.099
2. C -0.293
3. O -0.123
4. H 0.084
5. H 0.083
6. H 0.068
7. H 0.102
8. H 0.115


#two
Below is 2 unconnected molecules or ions with the total composition C4H12OS, with properties calculated with ωB97M-V with the def2-TZVPD basis set.

Each atom is followed by the atoms it is bonded to, with distances in Å.
Element x y z (Å)
1 C 2.17928 1.10918 0.19942  C2 1.509, H4 1.090, H5 1.091, H6 1.088
2 C 2.67025 -0.13638 0.89557  C1 1.509, O3 1.422, H7 1.103, H8 1.081
3 O 1.75146 -0.60723 1.87369  C2 1.422, H9 0.970
4 H 1.14818 0.94292 -0.11195  C1 1.090
5 H 2.81245 1.32715 -0.66182  C1 1.091
6 H 2.23165 1.99594 0.82760  C1 1.088
7 H 2.85066 -0.93349 0.15448  C2 1.103
8 H 3.61376 0.02891 1.39592  C2 1.081
9 H 0.86430 -0.32403 1.60096  O3 0.970
10 C -2.63836 -0.98369 0.51466  S11 1.821, H13 1.098, H14 1.098, H15 1.087
11 S -1.63411 0.42561 -0.05367  C10 1.821, C12 1.771
12 C -1.81679 0.25123 -1.80627  S11 1.771, H16 1.085, H17 1.085, H18 1.097
13 H -3.57278 -1.01237 -0.06206  C10 1.098
14 H -2.10243 -1.91040 0.27258  C10 1.098
15 H -2.74272 -0.84650 1.58790  C10 1.087
16 H -1.31859 -0.62211 -2.21519  C12 1.085
17 H -1.42696 1.12959 -2.30931  C12 1.085
18 H -2.86924 0.16565 -2.10249  C12 1.097

Structure (SMILES): CCO.CSC
HOMO level, Ha: -0.322

Here are the Löwdin charges for atoms 1 to 8, given in e:
1. C -0.096
2. C -0.327
3. O -0.090
4. H 0.019
5. H 0.075
6. H 0.077
7. H 0.109
8. H 0.104


Quick ranking, most stable first: #two, #one.


#one
Below is C22H23N3O4S in the gas phase, with properties calculated with ωB97M-V with the def2-TZVPD basis set.

Each atom is followed by the atoms it is bonded to, with distances in Å.
Element x y z (Å)
1 C -3.67032 -2.23655 -0.17609  C2 1.418, H31 1.192, H32 1.136, H33 1.232
2 C -3.21164 -2.90311 0.98874  C1 1.418, C3 1.484, H34 1.320, H35 1.077
3 C -1.89178 -3.58161 1.01579  C2 1.484, C4 1.419, H36 1.219, H37 1.082
4 C -0.82333 -2.65707 0.88603  C3 1.419, N5 1.287, H38 1.220, H39 1.256
5 N -0.62520 -2.04906 -0.23059  C4 1.287, C6 1.272, H40 1.195
6 C 0.22730 -2.67512 -0.93777  N5 1.272, O7 1.099, C8 1.834
7 O 0.92253 -3.52599 -0.95802  C6 1.099
8 C 0.39673 -1.86157 -2.57267  C6 1.834, S9 1.888, H41 1.162, H42 0.979
9 S 0.11830 0.00564 -2.54601  C8 1.888, C10 1.804
10 C 1.45382 0.11328 -1.33844  S9 1.804, N11 1.154, N20 1.697
11 N 2.20952 -0.57378 -0.80144  C10 1.154, C12 1.215
12 C 3.11898 -0.42072 -0.00986  N11 1.215, C13 1.481, C17 1.567
13 C 3.86348 -1.48219 0.70604  C12 1.481, C14 1.387, H43 1.214
14 C 4.92888 -1.35859 1.58578  C13 1.387, C15 1.500, H44 0.908
15 C 5.03450 0.03706 2.12389  C14 1.500, C16 1.482, H45 1.159
16 C 4.38376 1.23371 1.53948  C15 1.482, C17 1.395, H46 1.023
17 C 3.26780 0.93800 0.75577  C12 1.567, C16 1.395, C18 1.508
18 C 2.38117 1.96331 0.09503  C17 1.508, O19 1.402, N20 1.249
19 O 2.34617 3.21211 0.73048  C18 1.402
20 N 1.46906 1.69102 -0.71386  C10 1.697, C18 1.249, C21 1.418
21 C 0.42180 2.59687 -1.01831  N20 1.418, C22 1.345, H47 1.252, H48 1.125
22 C -0.90206 2.37376 -0.94402  C21 1.345, C23 1.165, C27 1.770
23 C -1.92049 2.58308 -1.47020  C22 1.165, C24 1.513, H49 0.834
24 C -3.29440 2.11963 -1.03732  C23 1.513, C25 1.220, H50 1.227
25 C -3.41792 1.83194 0.14140  C24 1.220, C26 1.460, O30 1.524
26 C -2.42736 1.25644 1.04687  C25 1.460, C27 1.491, O28 1.157
27 C -1.02968 1.51196 0.59619  C22 1.770, C26 1.491, H51 0.963
28 O -2.80644 0.63750 1.94836  C26 1.157, C29 1.361
29 C -4.15469 0.77628 2.06811  O28 1.361, O30 1.408, H52 1.221, H53 1.212
30 O -4.62336 1.17405 0.80173  C25 1.524, C29 1.408
31 H -3.30393 -2.83434 -1.14055  C1 1.192
32 H -4.76516 -1.98910 -0.34834  C1 1.136
33 H -3.01312 -1.22203 -0.41455  C1 1.232
34 H -4.19334 -3.76634 1.17535  C2 1.320
35 H -3.48252 -2.29090 1.83209  C2 1.077
36 H -1.69890 -4.29369 1.98668  C3 1.219
37 H -1.75938 -4.11737 0.08456  C3 1.082
38 H 0.23780 -2.99276 1.38519  C4 1.220
39 H -1.04041 -1.75638 1.73334  C4 1.256
40 H -1.19138 -1.09644 -0.67663  N5 1.195
41 H 1.47276 -2.16180 -2.89269  C8 1.162
42 H -0.38078 -2.06798 -3.13016  C8 0.979
43 H 3.72240 -2.57739 0.20269  C13 1.214
44 H 5.41914 -2.04403 1.92292  C14 0.908
45 H 5.69373 0.34374 3.02597  C15 1.159
46 H 4.47153 2.05287 2.14647  C16 1.023
47 H 0.47298 2.66844 -2.26685  C21 1.252
48 H 0.69088 3.63203 -0.66818  C21 1.125
49 H -1.85507 3.07571 -2.14012  C23 0.834
50 H -4.13182 2.59669 -1.79690  C24 1.227
51 H -0.21126 1.37993 1.08667  C27 0.963
52 H -4.64351 -0.33906 2.15331  C29 1.221
53 H -4.49548 1.56704 2.92093  C29 1.212

Structure (SMILES): CCCCNC(=O)CSc1nc2ccccc2c(=O)n1Cc1ccc2c(c1)OCO2
HOMO level, Ha: -0.297

Here are the Löwdin charges for atoms 1 to 8, given in e:
1. C -0.171
2. C -0.344
3. C -0.225
4. C -0.373
5. N 0.021
6. C -0.599
7. O 0.181
8. C -0.283


#two
Below is C22H23N3O4S in the gas phase, with properties calculated with ωB97M-V with the def2-TZVPD basis set.

Each atom is followed by the atoms it is bonded to, with distances in Å.
Element x y z (Å)
1 C 4.54738 0.87653 0.54847  C2 1.522, H31 1.087, H32 1.089, H33 1.086
2 C 4.01830 -0.42330 -0.04102  C1 1.522, O3 1.423, H34 1.097, H35 1.092
3 O 2.59884 -0.43221 -0.13742  C2 1.423, C4 1.377
4 C 2.01987 0.49455 -0.97556  O3 1.377, C5 1.387, C9 1.403
5 C 2.37281 0.60177 -2.31237  C4 1.387, C6 1.383, H36 1.079
6 C 1.75400 1.52637 -3.13436  C5 1.383, C7 1.382, H37 1.079
7 C 0.77277 2.34869 -2.61328  C6 1.382, C8 1.383, H38 1.079
8 C 0.39900 2.24084 -1.28593  C7 1.383, C9 1.395, H39 1.077
9 C 1.00962 1.31051 -0.44504  C4 1.403, C8 1.395, N10 1.395
10 N 0.63669 1.19453 0.89390  C9 1.395, C11 1.453, S22 1.694
11 C 0.08711 2.35115 1.58046  N10 1.453, C12 1.538, H40 1.094, H41 1.092
12 C -1.42116 2.51254 1.32566  C11 1.538, O13 1.217, N14 1.339
13 O -1.88283 3.45451 0.70955  C12 1.217
14 N -2.14712 1.51173 1.83903  C12 1.339, C15 1.449, H42 1.019
15 C -3.54763 1.32472 1.51847  N14 1.449, C16 1.506, H43 1.092, H44 1.094
16 C -3.65928 0.29614 0.42385  C15 1.506, C17 1.392, C21 1.389
17 C -3.28865 0.62280 -0.87721  C16 1.392, C18 1.385, H45 1.079
18 C -3.30966 -0.36981 -1.84266  C17 1.385, N19 1.323, H46 1.082
19 N -3.66621 -1.61994 -1.59441  C18 1.323, C20 1.322
20 C -4.02664 -1.92736 -0.36034  N19 1.322, C21 1.386, H47 1.082
21 C -4.03689 -1.01492 0.68317  C16 1.389, C20 1.386, H48 1.079
22 S 0.91711 -0.15460 1.87863  N10 1.694, O23 1.449, O24 1.431, C25 1.788
23 O -0.19478 -0.13485 2.80737  S22 1.449
24 O 2.19998 -0.11949 2.51249  S22 1.431
25 C 0.63848 -1.61178 0.87998  S22 1.788, C26 1.379, C30 1.381
26 C -0.34189 -1.59542 -0.08974  C25 1.379, C27 1.387, H49 1.079
27 C -0.61234 -2.75950 -0.79277  C26 1.387, C28 1.385, H50 1.079
28 C 0.08710 -3.91941 -0.50178  C27 1.385, C29 1.387, H51 1.080
29 C 1.05675 -3.92510 0.48936  C28 1.387, C30 1.385, H52 1.080
30 C 1.33480 -2.76329 1.18935  C25 1.381, C29 1.385, H53 1.078
31 H 4.08349 1.03599 1.51840  C1 1.087
32 H 4.31003 1.71447 -0.10487  C1 1.089
33 H 5.62537 0.81487 0.66889  C1 1.086
34 H 4.46962 -0.61936 -1.02180  C2 1.097
35 H 4.24010 -1.25915 0.62512  C2 1.092
36 H 3.14398 -0.04228 -2.70675  C5 1.079
37 H 2.04200 1.60203 -4.17135  C6 1.079
38 H 0.28759 3.08137 -3.23960  C7 1.079
39 H -0.36519 2.89595 -0.90344  C8 1.077
40 H 0.60300 3.25742 1.24981  C11 1.094
41 H 0.26071 2.20421 2.64806  C11 1.092
42 H -1.64738 0.75721 2.30768  N14 1.019
43 H -4.08333 1.00427 2.41483  C15 1.092
44 H -3.93364 2.29029 1.17894  C15 1.094
45 H -2.98454 1.62872 -1.12176  C17 1.079
46 H -3.02244 -0.15984 -2.86480  C18 1.082
47 H -4.31286 -2.95890 -0.20142  C20 1.082
48 H -4.32960 -1.31886 1.67643  C21 1.079
49 H -0.88149 -0.68546 -0.30103  C26 1.079
50 H -1.37481 -2.75679 -1.55680  C27 1.079
51 H -0.12662 -4.82489 -1.04960  C28 1.080
52 H 1.59509 -4.83276 0.71687  C29 1.080
53 H 2.08539 -2.72489 1.96235  C30 1.078

Structure (SMILES): CCOc1ccccc1N(CC(=O)NCc1ccncc1)S(=O)(=O)c1ccccc1
HOMO level, Ha: -0.311

Here are the Löwdin charges for atoms 1 to 8, given in e:
1. C -0.052
2. C -0.214
3. O -0.144
4. C -0.223
5. C -0.002
6. C -0.081
7. C -0.076
8. C -0.001


Quick ranking, most stable first: #two, #one.